63
Properties=species:S:1:pos:R:3:mulliken_spin:R:1 method="wB97M-V/def2-TZVPD" total_energy_ev=-80555.2282 molar_mass_da=874.38 multiplicity=4 s_squared=3.764
Re 0.05299 0.05428 -0.21658 2.469
C -6.37627 -1.23931 2.11201 -0.002
C -4.89300 -1.05383 1.96239 0.018
C -4.12808 -0.42856 2.94083 -0.003
C -2.77336 -0.25108 2.77368 0.063
C -2.10940 -0.67132 1.61594 0.021
N -0.70684 -0.46735 1.55349 0.208
C 0.01895 -0.89679 2.69254 0.009
C -0.34107 -2.11918 3.28427 0.041
C 0.36697 -2.65887 4.33408 -0.006
C 1.47876 -2.00769 4.86455 0.012
C 2.28013 -2.62207 5.97689 -0.001
C 1.82303 -0.78692 4.31324 -0.008
C 1.11545 -0.22886 3.25273 -0.045
C 2.52826 0.88540 1.47850 0.039
O 1.99118 0.10715 0.55043 0.025
C 3.94041 0.30881 1.80582 -0.010
F 4.51306 0.87215 2.88121 0.000
F 4.74988 0.51095 0.76261 0.000
F 3.86434 -1.01128 2.02465 0.001
C 1.60068 1.08746 2.72219 0.009
F 0.55508 1.86747 2.32837 0.001
F 2.81974 2.19093 1.00533 0.007
F 2.23369 1.81011 3.67954 0.000
C -2.88042 -1.27019 0.60817 -0.063
C -4.24359 -1.47413 0.81160 -0.005
C -2.26911 -1.73449 -0.71447 0.162
O -0.92882 -1.41191 -0.88011 -0.072
C -2.37178 -3.27482 -0.85680 -0.009
F -2.05083 -3.86036 0.31017 0.000
F -1.54077 -3.73662 -1.78820 0.000
F -3.61754 -3.65964 -1.18287 0.001
C -2.96658 -1.01067 -1.91504 -0.017
F -2.71546 0.31232 -1.78704 0.002
F -4.29189 -1.15487 -1.98197 -0.001
F -2.45722 -1.42072 -3.07680 0.000
H -6.66083 -1.30062 3.16181 0.001
H -6.90674 -0.39167 1.67202 0.002
H -6.71249 -2.14057 1.60094 0.000
H -4.60207 -0.08058 3.85115 -0.001
H -2.19015 0.22772 3.54980 0.001
H -1.18640 -2.65895 2.87800 0.002
H 0.05939 -3.61332 4.74563 0.000
H 1.63369 -2.90546 6.80889 0.001
H 2.77653 -3.52931 5.62651 0.001
H 3.04206 -1.93626 6.34259 0.000
H 2.66304 -0.24205 4.72434 0.000
H -4.82247 -1.97910 0.05274 0.000
F 2.35726 1.59010 -2.38702 -0.003
B 1.19421 1.33582 -3.15673 0.013
F 0.40211 0.36460 -2.36818 0.020
F 0.44656 2.52613 -3.21551 0.000
F 1.45522 0.80241 -4.37277 0.001
N 1.91051 3.96479 -1.00170 0.003
C 0.48575 4.32733 -0.74240 -0.007
C -0.31646 3.07902 -0.32380 0.026
O -1.47209 3.14991 -0.00058 0.008
O 0.43842 2.02494 -0.38817 0.091
H 2.47941 4.03146 -0.15944 0.001
H 2.32686 4.49063 -1.76353 0.000
H 1.94198 2.95622 -1.26370 -0.007
H 0.03494 4.71090 -1.65327 0.001
H 0.41142 5.07318 0.04362 0.000